No. 1
Formula: C35H38CuN5OS
Source: the Open Molecules 2025 dataset
Level of theory: the ωB97M-V functional and the def2-TZVPD basis

Positions of all 81 atoms, in Å:
Cu -11.778 9.587 10.076
C -14.859 10.482 6.410
C -15.150 10.618 7.879
C -16.171 11.512 8.311
C -16.514 11.578 9.650
C -15.796 10.741 10.507
C -14.825 9.902 10.029
N -14.389 9.968 8.749
C -14.319 8.856 10.947
C -15.243 8.222 11.757
C -14.818 7.190 12.594
C -13.462 6.854 12.668
C -12.572 7.455 11.788
N -12.990 8.491 10.958
C -11.189 6.956 11.771
C -10.446 6.915 12.956
C -9.213 6.267 12.905
C -8.829 5.677 11.730
C -9.626 5.774 10.577
C -9.288 5.025 9.372
N -10.691 6.571 10.581
H -15.729 10.059 5.884
H -13.989 9.841 6.267
H -14.682 11.482 5.927
H -16.691 12.136 7.603
H -17.356 12.110 10.001
H -16.014 10.679 11.598
H -16.253 8.579 11.678
H -15.584 6.686 13.215
H -13.080 6.048 13.321
H -10.743 7.443 13.858
H -8.518 6.307 13.777
H -7.938 5.048 11.603
H -8.872 4.061 9.641
H -8.498 5.530 8.801
H -10.163 4.847 8.737
O -11.145 11.017 11.436
S -11.941 11.572 12.640
C -10.661 12.106 13.759
C -11.026 12.310 15.104
C -10.114 12.892 15.961
C -8.849 13.238 15.535
C -8.491 13.026 14.195
C -9.394 12.398 13.322
C -12.540 13.139 12.061
C -11.776 13.912 11.158
C -12.304 15.128 10.701
C -13.611 15.510 11.096
C -14.289 14.785 12.070
C -13.773 13.562 12.555
H -12.032 12.063 15.445
H -10.381 12.936 17.024
H -8.168 13.736 16.274
H -7.472 13.279 13.867
H -9.160 12.133 12.295
H -10.775 13.597 10.833
H -11.712 15.786 10.094
H -14.145 16.303 10.656
H -15.268 15.061 12.423
H -14.342 12.933 13.256
C -9.737 11.781 6.995
C -10.643 11.498 8.150
N -10.460 10.132 8.674
C -9.060 9.953 9.136
C -8.068 10.307 8.045
N -8.824 10.617 6.798
C -9.659 9.435 6.417
C -10.706 9.167 7.527
H -9.081 12.631 7.154
H -10.230 11.953 6.065
H -11.728 11.626 7.882
H -10.457 12.224 8.938
H -8.894 8.903 9.381
H -8.892 10.628 9.982
H -7.377 9.493 7.860
H -7.425 11.168 8.316
H -8.116 10.816 6.098
H -8.991 8.586 6.289
H -10.114 9.654 5.459
H -10.563 8.142 7.876
H -11.756 9.211 7.137

Its LUMO energy (spin up / spin down) is -7.9 / -10.8 eV. As for the expectation value of S²: 0.754. As for the charge: +3. For the electronic energy, the calculation gives -101859.033 eV. The value obtained for the HOMO-LUMO gap (spin up / spin down) is 8.341 / 5.416 eV. The spin multiplicity is 2. The relative energy (zero: lowest compared OMol25 entry of this formula, charge and spin) comes out at 56.0 kcal/mol.

---

No. 2
Formula: C35H38MnN10O2PS
Source: the Open Molecules 2025 dataset
Level of theory: the ωB97M-V functional and the def2-TZVPD basis

Positions of all 88 atoms, in Å:
Mn -0.267 -0.779 0.449
C 1.912 5.010 2.286
C 1.431 3.783 2.947
N 1.494 3.512 4.207
N 0.905 2.318 4.376
C 0.435 1.814 3.219
S -0.437 0.393 3.063
N 0.788 2.749 2.277
N 0.471 2.676 0.928
H 2.339 5.673 3.034
H 1.089 5.529 1.792
H 2.674 4.782 1.541
H 0.825 1.909 5.296
H 0.132 3.581 0.607
H 1.280 2.394 0.378
N -3.274 -0.050 0.665
P -1.965 0.938 0.177
C -2.168 1.070 -1.651
C -1.433 2.080 -2.275
C -1.544 2.287 -3.638
C -2.378 1.476 -4.394
C -3.106 0.469 -3.781
C -3.006 0.263 -2.415
C -2.797 2.495 0.669
C -2.479 3.237 1.798
C -3.222 4.362 2.121
C -4.292 4.747 1.330
C -4.630 3.993 0.217
C -3.888 2.876 -0.114
C -3.224 -1.398 0.450
C -4.298 -2.244 0.750
C -4.258 -3.543 0.296
C -3.171 -3.951 -0.475
C -2.130 -3.074 -0.674
N -2.116 -1.830 -0.174
H -4.001 0.316 1.269
H -0.809 2.723 -1.667
H -0.993 3.086 -4.110
H -2.477 1.639 -5.455
H -3.764 -0.158 -4.362
H -3.604 -0.507 -1.950
H -1.675 2.924 2.442
H -2.969 4.934 3.001
H -4.873 5.617 1.590
H -5.473 4.273 -0.397
H -4.159 2.297 -0.984
H -5.142 -1.870 1.306
H -5.072 -4.218 0.505
H -3.130 -4.935 -0.908
H -1.278 -3.367 -1.272
O -0.288 -2.613 1.809
C 0.350 -3.159 0.897
N 0.690 -2.433 -0.200
C 1.503 -3.178 -1.041
O 2.041 -2.751 -2.034
C 1.593 -4.543 -0.434
C 2.232 -5.684 -0.868
C 2.128 -6.819 -0.061
C 1.415 -6.799 1.127
C 0.772 -5.645 1.569
C 0.874 -4.525 0.771
H 2.774 -5.697 -1.801
H 2.604 -7.739 -0.368
H 1.345 -7.696 1.722
H 0.216 -5.623 2.494
C 3.479 0.450 -3.084
C 2.145 1.155 -2.905
N 1.617 0.852 -1.586
C 2.338 0.311 -0.575
N 1.634 -0.065 0.498
C 2.401 -0.555 1.646
C 3.657 -1.288 1.187
C 4.486 -0.291 0.397
N 3.673 0.293 -0.656
C 4.346 0.741 -1.866
H 3.975 0.801 -3.986
H 3.318 -0.627 -3.162
H 1.429 0.833 -3.662
H 2.262 2.242 -2.990
H 0.611 0.701 -1.506
H 1.760 -1.211 2.247
H 2.688 0.301 2.274
H 3.386 -2.130 0.547
H 4.219 -1.660 2.042
H 5.353 -0.778 -0.052
H 4.848 0.503 1.061
H 5.296 0.210 -1.948
H 4.563 1.813 -1.788

Its LUMO energy (spin up / spin down) is -7.6 / -5.7 eV. As for the expectation value of S²: 6.152. As for the charge: +2. For the electronic energy, the calculation gives -107341.719 eV. The value obtained for the HOMO-LUMO gap (spin up / spin down) is 5.840 / 7.749 eV. The spin multiplicity is 5. The relative energy (zero: lowest compared OMol25 entry of this formula, charge and spin) comes out at 44.7 kcal/mol.

---

No. 3
Formula: C35H38N5O6PSSe2Sr
Source: the Open Molecules 2025 dataset
Level of theory: the ωB97M-V functional and the def2-TZVPD basis

Positions of all 89 atoms, in Å:
Sr 0.248 -0.558 -1.541
N -0.898 -2.754 -2.112
C -0.215 -3.234 -3.341
C 0.046 -2.072 -4.319
O -0.325 -2.180 -5.505
N 0.694 -1.052 -3.741
C 0.937 0.134 -4.562
C 0.963 1.438 -3.740
O 1.061 2.516 -4.335
O 0.861 1.317 -2.452
H -0.852 -3.451 -1.372
H -1.882 -2.619 -2.312
H -0.785 -3.998 -3.865
H 0.752 -3.655 -3.052
H 0.178 0.240 -5.338
H 1.899 0.069 -5.081
O 2.529 -2.248 1.630
C 2.533 -3.597 2.049
C 1.607 -4.542 1.261
C 2.210 -5.945 1.385
O 2.459 -6.356 2.750
C 0.165 -4.584 1.827
Se -1.022 -3.005 1.632
C 1.551 -4.151 -0.220
Se 3.242 -3.792 -1.213
H 2.886 -2.269 0.717
H 2.255 -3.610 3.106
H 3.559 -3.985 1.949
H 3.131 -5.980 0.797
H 1.513 -6.679 0.978
H 3.081 -5.726 3.123
H 0.205 -4.811 2.891
H -0.357 -5.408 1.338
H 0.994 -3.228 -0.271
H 0.976 -4.906 -0.766
O 3.349 -0.506 -1.740
N 2.632 -0.362 -0.580
C 3.108 0.531 0.184
C 2.621 0.732 1.582
C 3.591 0.499 2.555
C 3.283 0.557 3.899
C 1.988 0.867 4.287
C 1.026 1.141 3.329
C 1.319 1.084 1.964
P 0.142 1.615 0.629
C 0.633 3.387 0.553
C 0.657 4.225 1.667
C 1.027 5.554 1.533
C 1.383 6.058 0.281
C 1.372 5.227 -0.828
C 0.997 3.891 -0.696
C -1.472 1.677 1.513
C -2.332 2.769 1.389
C -3.613 2.726 1.930
C -4.054 1.590 2.595
C -3.213 0.488 2.704
C -1.937 0.525 2.158
H 3.085 -1.390 -2.084
H 4.003 1.064 -0.128
H 4.590 0.215 2.240
H 4.042 0.331 4.641
H 1.724 0.899 5.338
H 0.027 1.396 3.651
H 0.387 3.835 2.643
H 1.041 6.201 2.403
H 1.670 7.098 0.180
H 1.653 5.611 -1.802
H 0.994 3.225 -1.559
H -2.007 3.655 0.856
H -4.272 3.581 1.815
H -5.057 1.555 3.006
H -3.545 -0.419 3.197
H -1.312 -0.366 2.221
N -3.281 -1.801 -0.341
C -3.406 -0.542 -0.814
N -2.439 0.219 -1.231
C -2.926 1.444 -1.696
C -2.147 2.486 -2.195
C -2.771 3.660 -2.589
C -4.154 3.813 -2.496
C -4.943 2.778 -2.008
C -4.316 1.605 -1.616
S -5.027 0.162 -0.951
H -2.371 -2.156 0.008
H -4.070 -2.206 0.129
H -1.069 2.362 -2.284
H -2.165 4.466 -2.987
H -4.622 4.739 -2.812
H -6.021 2.883 -1.935

Its LUMO energy is 3.7 eV. As for the charge: -2. For the electronic energy, the calculation gives -208304.549 eV. The value obtained for the HOMO-LUMO gap is 5.374 eV. The relative energy (zero: lowest compared OMol25 entry of this formula, charge and spin) comes out at 21.7 kcal/mol.